# 1
C45H59BaN7O4S3 | wB97M-V/def2-TZVPD

Summary:
E_HOMO, eV: 0.23
Orbital gap, eV: 3.3

The geometry in ORCA input format:
```
! RIJCOSX wB97M-V def2-TZVPD def2/J DEFGRID3
* xyz -2 1
Ba -1.117 0.228 -0.804
C -1.356 -0.938 4.696
C -2.863 -1.218 4.714
S -3.767 -0.347 3.405
C -4.453 -1.659 2.345
C -3.628 -2.912 2.084
S -2.354 -2.717 0.816
C -0.847 -3.414 1.553
C -0.475 -2.933 2.953
S -0.510 -1.123 3.112
H -1.175 0.099 4.982
H -0.857 -1.565 5.441
H -3.058 -2.287 4.641
H -3.265 -0.892 5.677
H -5.415 -1.967 2.762
H -4.636 -1.130 1.406
H -3.170 -3.312 2.987
H -4.325 -3.678 1.732
H -0.889 -4.507 1.548
H -0.065 -3.101 0.854
H -1.148 -3.350 3.704
H 0.537 -3.276 3.176
O -4.254 2.370 -2.562
C -3.433 1.883 -1.801
O -2.151 1.877 -1.926
C -3.900 1.166 -0.486
O -4.722 1.692 0.257
O -3.280 0.061 -0.255
C -0.364 -4.041 -4.113
C -1.528 -3.060 -3.970
C -2.060 -3.069 -2.541
C -1.150 -1.694 -4.516
C -1.732 -1.314 -5.714
C -1.367 -0.146 -6.361
C -0.387 0.637 -5.785
C 0.224 0.305 -4.581
C 1.301 1.298 -4.142
C 1.588 1.466 -2.652
C 2.619 1.032 -4.883
C -0.171 -0.875 -3.888
N 0.312 -1.229 -2.636
C 1.628 -1.583 -2.546
C 2.210 -1.909 -1.364
N 1.594 -1.803 -0.128
C 2.125 -2.467 0.931
C 2.420 -3.867 0.989
C 2.840 -4.429 2.193
C 3.027 -3.702 3.353
C 2.811 -2.330 3.294
C 2.383 -1.720 2.134
C 2.320 -0.213 2.048
C 3.547 0.294 1.279
C 2.221 0.489 3.397
C 2.322 -4.862 -0.163
C 3.611 -4.963 -0.991
C 1.095 -4.745 -1.068
H -0.652 -5.034 -3.759
H 0.488 -3.703 -3.526
H -0.052 -4.123 -5.156
H -2.342 -3.417 -4.616
H -1.256 -2.809 -1.857
H -2.437 -4.060 -2.278
H -2.876 -2.355 -2.408
H -2.486 -1.959 -6.155
H -1.844 0.152 -7.286
H -0.095 1.563 -6.271
H 0.930 2.270 -4.492
H 2.142 0.623 -2.245
H 0.663 1.581 -2.092
H 2.174 2.380 -2.515
H 3.044 0.083 -4.562
H 3.346 1.818 -4.666
H 2.464 0.992 -5.962
H 2.240 -1.649 -3.449
H 3.258 -2.220 -1.405
H 3.021 -5.501 2.215
H 3.352 -4.183 4.268
H 3.000 -1.729 4.174
H 1.442 0.042 1.446
H 4.461 0.002 1.803
H 3.541 1.383 1.196
H 3.564 -0.131 0.278
H 3.182 0.494 3.917
H 1.487 0.011 4.048
H 1.925 1.527 3.252
H 2.233 -5.838 0.337
H 3.749 -4.086 -1.621
H 3.567 -5.839 -1.643
H 4.480 -5.063 -0.339
H 1.036 -3.778 -1.557
H 0.175 -4.907 -0.498
H 1.142 -5.516 -1.842
C -1.985 2.458 2.345
C -0.688 2.888 1.770
N -0.044 2.285 0.806
C 1.106 3.000 0.592
C 1.151 4.067 1.427
N -0.010 4.001 2.174
C -0.418 4.919 3.201
N -0.167 6.273 2.774
N 0.528 7.144 3.538
N 0.560 8.296 2.956
C -0.133 8.197 1.767
C -0.381 9.149 0.764
C -1.102 8.731 -0.329
C -1.571 7.404 -0.446
C -1.337 6.456 0.525
C -0.611 6.894 1.641
H -2.419 1.657 1.752
H -2.715 3.267 2.362
H -1.861 2.077 3.361
H 1.812 2.707 -0.162
H 1.862 4.862 1.550
H 0.110 4.774 4.146
H -1.492 4.786 3.361
H -0.010 10.160 0.854
H -1.313 9.429 -1.128
H -2.118 7.116 -1.333
H -1.677 5.436 0.416
*
```

Atom charges from the Löwdin analysis, given in e for atoms 1 to 2:
1. Ba 1.90
2. C -0.53

=====

# 2
C45H61BN4O4ReS3Se | wB97M-V/def2-TZVPD

Summary:
E_HOMO (alpha / beta), eV: -7.39 / -7.73
Orbital gap (alpha / beta), eV: 7.5 / 7.0

The geometry in ORCA input format:
```
! RIJCOSX wB97M-V def2-TZVPD def2/J DEFGRID3
* xyz 0 4
Re 0.470 0.459 1.940
C -3.648 -5.890 1.314
C -2.429 -5.879 0.391
C -2.923 -6.028 -1.054
C -1.541 -7.077 0.751
C -1.622 -4.590 0.525
C -1.965 -3.568 1.388
C -1.187 -2.418 1.457
Se -1.814 -0.924 2.486
C -2.676 -0.022 1.023
C -3.976 -0.394 0.704
C -4.601 0.144 -0.403
C -3.876 1.079 -1.153
C -2.586 1.487 -0.862
C -1.951 0.901 0.263
O -0.699 1.237 0.572
C -1.882 2.561 -1.690
C -1.654 3.799 -0.810
C -0.546 2.040 -2.249
C -2.733 2.997 -2.885
C -6.023 -0.223 -0.818
C -6.916 1.021 -0.706
C -6.609 -1.325 0.064
C -6.029 -0.723 -2.269
C -0.038 -2.251 0.679
O 0.723 -1.165 0.795
C 0.315 -3.272 -0.236
C -0.488 -4.400 -0.273
C 1.499 -3.093 -1.189
C 2.815 -2.907 -0.417
C 1.678 -4.312 -2.098
C 1.238 -1.875 -2.089
H -4.194 -6.826 1.187
H -4.333 -5.072 1.082
H -3.361 -5.812 2.363
H -3.510 -6.943 -1.160
H -2.094 -6.082 -1.760
H -3.551 -5.182 -1.336
H -2.099 -8.010 0.646
H -1.190 -7.001 1.782
H -0.667 -7.135 0.102
H -2.846 -3.633 2.012
H -4.475 -1.120 1.332
H -4.366 1.520 -2.011
H -1.022 3.582 0.047
H -2.611 4.182 -0.447
H -1.176 4.588 -1.394
H 0.154 1.781 -1.458
H -0.093 2.812 -2.876
H -0.709 1.156 -2.871
H -3.678 3.443 -2.572
H -2.946 2.166 -3.562
H -2.185 3.753 -3.449
H -6.945 1.384 0.322
H -7.937 0.787 -1.018
H -6.546 1.829 -1.337
H -6.692 -1.009 1.106
H -6.002 -2.232 0.026
H -7.612 -1.577 -0.283
H -5.705 0.049 -2.967
H -7.038 -1.026 -2.557
H -5.366 -1.583 -2.385
H -0.228 -5.186 -0.968
H 2.996 -3.760 0.241
H 2.820 -1.996 0.176
H 3.646 -2.856 -1.125
H 1.882 -5.219 -1.526
H 2.528 -4.138 -2.760
H 0.803 -4.486 -2.727
H 1.103 -0.966 -1.505
H 0.339 -2.033 -2.688
H 2.078 -1.728 -2.772
S 4.496 5.792 2.164
C 3.050 4.999 2.278
S 2.632 3.956 3.611
C 1.156 3.510 2.809
N 0.976 4.100 1.684
N 2.028 4.930 1.392
C 2.012 5.536 0.097
C 2.299 6.884 -0.047
C 2.269 7.446 -1.315
C 1.947 6.669 -2.418
C 1.648 5.323 -2.254
C 1.680 4.747 -0.994
S 0.100 2.292 3.489
H 2.547 7.479 0.818
H 2.493 8.497 -1.436
H 1.925 7.112 -3.404
H 1.389 4.715 -3.111
H 1.455 3.702 -0.840
C 5.448 1.707 1.928
C 4.729 0.891 0.864
C 5.635 -0.201 0.331
O 3.579 0.267 1.500
B 2.474 1.046 1.239
O 2.765 2.070 0.369
C 4.062 1.775 -0.227
C 3.771 1.009 -1.511
C 4.784 3.071 -0.534
H 5.710 1.049 2.758
H 4.816 2.508 2.307
H 6.363 2.151 1.537
H 6.049 -0.769 1.165
H 6.465 0.231 -0.231
H 5.093 -0.888 -0.314
H 3.270 0.064 -1.301
H 4.686 0.806 -2.069
H 3.113 1.612 -2.136
H 4.873 3.712 0.342
H 4.237 3.622 -1.299
H 5.785 2.863 -0.918
N 2.574 -1.184 5.308
C 2.743 -2.237 4.440
C 2.116 -1.877 3.294
N 1.565 -0.623 3.460
C 1.863 -0.234 4.684
H 2.926 -1.120 6.247
H 3.289 -3.123 4.707
H 2.031 -2.402 2.361
H 1.587 0.713 5.114
*
```

Atom charges from the Löwdin analysis, given in e for atoms 1 to 2:
1. Re 1.29
2. C -0.07

=====

Values of E_tot, in order: -99445.8137 -162469.7690, all in eV.
Values of ΔE to the lowest compared entry with this formula, charge and spin, in order: 52.8 0.0, all in kcal/mol.